[1]
Below is C23H44CeNP3S as an isolated structure, with properties calculated with ωB97M-V/def2-TZVPD.

```
73
Properties=species:S:1:pos:R:3
Ce 0.612 -1.288 0.087
P -0.673 1.430 1.134
P -2.390 -1.564 -0.338
P 2.785 0.681 -0.310
H 0.893 -3.103 -2.046
C 1.702 -2.519 -1.582
C 2.217 -2.913 -0.310
H 1.997 -3.919 0.094
C -0.877 2.851 -0.020
C -2.231 1.640 2.094
C 0.444 2.168 2.395
C -3.341 -2.900 -1.154
C -3.444 -1.406 1.163
C -2.971 -0.131 -1.339
C 4.299 0.276 -1.282
C 3.557 0.648 1.382
C 2.751 2.491 -0.586
H 2.271 -1.912 -2.303
H 3.172 -2.495 0.047
H -1.418 3.660 0.492
H -1.456 2.548 -0.904
H 0.098 3.225 -0.353
H -2.172 2.588 2.644
H -2.341 0.827 2.819
H -3.112 1.666 1.442
H -0.157 2.791 3.069
H 1.212 2.794 1.929
H 0.922 1.383 2.992
H -4.405 -2.630 -1.255
H -3.249 -3.821 -0.558
H -2.933 -3.085 -2.156
H -4.208 -0.623 1.034
H -2.834 -1.162 2.039
H -3.939 -2.367 1.361
H -3.915 -0.409 -1.831
H -2.235 0.112 -2.118
H -3.127 0.759 -0.716
H 4.857 1.203 -1.464
H 4.042 -0.159 -2.251
H 4.929 -0.420 -0.716
H 4.013 1.633 1.564
H 4.350 -0.112 1.400
H 2.861 0.433 2.202
H 3.732 2.823 -0.950
H 2.516 3.024 0.340
H 2.000 2.722 -1.347
C -0.128 0.816 -4.257
C -0.685 2.091 -4.470
C -1.803 2.196 -5.317
C -2.453 1.035 -5.759
C -2.040 -0.225 -5.301
C -0.915 -0.328 -4.501
S 1.516 0.443 -3.843
H 2.138 1.589 -3.770
H -0.188 2.954 -4.040
H -2.133 3.163 -5.697
H -3.284 1.103 -6.470
H -2.567 -1.138 -5.607
H -0.540 -1.306 -4.178
N 0.554 -2.771 2.208
C 0.575 -1.918 3.370
C 1.803 -1.452 3.822
C 1.824 -0.612 4.935
C 0.630 -0.238 5.562
C -0.601 -0.668 5.045
C -0.631 -1.525 3.944
H 1.365 -3.398 2.163
H -0.280 -3.356 2.170
H 2.737 -1.752 3.319
H 2.772 -0.252 5.346
H 0.640 0.372 6.465
H -1.542 -0.359 5.504
H -1.568 -1.902 3.523
```

Net charge: +3
Orbital gap (spin up / spin down): 3.821 / 3.657 eV
Multiplicity: 2
Energy relative to the best compared isomer or geometry (same formula, charge and spin): 0.0 kJ/mol
LUMO (spin up / spin down): -11.74 / -11.90 eV
HOMO level (spin up / spin down): -15.6 / -15.6 eV

For each atom in turn, the Mulliken charge in e is: number 1, Ce, carries 0.32; number 2, P, carries 0.82; number 3, P, carries 1.01; number 4, P, carries 1.23; number 5, H, carries 0.38; number 6, C, carries -0.44; number 7, C, carries -0.57; number 8, H, carries 0.46; number 9, C, carries -1.26; number 10, C, carries -1.49; number 11, C, carries -0.83; number 12, C, carries -1.39; number 13, C, carries -0.83; number 14, C, carries -0.78; number 15, C, carries -1.35; number 16, C, carries -1.23; number 17, C, carries -1.35; number 18, H, carries 0.31; number 19, H, carries 0.38; number 20, H, carries 0.45; number 21, H, carries 0.28; number 22, H, carries 0.37; number 23, H, carries 0.59; number 24, H, carries 0.24; number 25, H, carries 0.39; number 26, H, carries 0.47; number 27, H, carries 0.34; number 28, H, carries -0.08; number 29, H, carries 0.45; number 30, H, carries 0.44; number 31, H, carries 0.41; number 32, H, carries 0.43; number 33, H, carries -0.22; number 34, H, carries 0.51; number 35, H, carries 0.50; number 36, H, carries -0.11; number 37, H, carries 0.27; number 38, H, carries 0.48; number 39, H, carries 0.35; number 40, H, carries 0.45; number 41, H, carries 0.46; number 42, H, carries 0.49; number 43, H, carries 0.06; number 44, H, carries 0.48; number 45, H, carries 0.41; number 46, H, carries 0.20; number 47, C, carries 0.81; number 48, C, carries -0.43; number 49, C, carries -0.69; number 50, C, carries -0.43; number 51, C, carries -0.68; number 52, C, carries -0.65; number 53, S, carries -0.17; number 54, H, carries 0.18; number 55, H, carries 0.45; number 56, H, carries 0.43; number 57, H, carries 0.43; number 58, H, carries 0.44; number 59, H, carries 0.44; number 60, N, carries -0.42; number 61, C, carries 0.56; number 62, C, carries -0.41; number 63, C, carries -0.68; number 64, C, carries -0.66; number 65, C, carries -0.74; number 66, C, carries -0.36; number 67, H, carries 0.41; number 68, H, carries 0.30; number 69, H, carries 0.52; number 70, H, carries 0.43; number 71, H, carries 0.43; number 72, H, carries 0.49; number 73, H, carries 0.52

---

[2]
Below is C23H44MnNP3S as an isolated structure, with properties calculated with ωB97M-V/def2-TZVPD.

```
73
Properties=species:S:1:pos:R:3
Mn -0.501 -0.644 -0.982
P -0.514 -2.781 0.738
P -1.036 0.767 0.981
P 4.955 1.147 0.370
H 1.969 -0.946 -3.043
C 2.297 -0.623 -2.039
C 1.333 -1.066 -0.955
H 1.140 -2.161 -1.120
C -1.893 -3.946 0.452
C -0.475 -2.721 2.578
C 0.913 -3.919 0.501
C -1.606 2.494 0.900
C -2.408 0.016 1.938
C 0.423 0.863 2.083
C 6.695 1.575 0.143
C 4.867 -0.373 1.347
C 4.111 2.464 1.273
H 3.266 -1.089 -1.822
H 1.746 -0.876 0.048
H -1.883 -4.254 -0.602
H -2.857 -3.476 0.685
H -1.753 -4.830 1.090
H -1.333 -2.187 2.994
H 0.447 -2.237 2.925
H -0.490 -3.756 2.952
H 1.000 -4.218 -0.547
H 0.777 -4.817 1.123
H 1.842 -3.412 0.800
H -1.826 2.871 1.913
H -2.518 2.555 0.294
H -0.840 3.127 0.437
H -2.250 0.167 3.017
H -2.497 -1.059 1.731
H -3.356 0.482 1.637
H 0.263 1.652 2.834
H 1.313 1.120 1.487
H 0.607 -0.094 2.591
H 7.179 1.837 1.100
H 6.763 2.430 -0.542
H 7.220 0.718 -0.301
H 5.695 -0.422 2.073
H 4.945 -1.229 0.659
H 3.915 -0.438 1.893
H 4.830 3.240 1.580
H 3.611 2.066 2.169
H 3.359 2.911 0.605
C 1.375 1.782 -2.329
C 1.154 3.074 -1.866
C -0.126 3.624 -1.882
C -1.225 2.912 -2.385
C -1.026 1.621 -2.840
C 0.243 1.019 -2.766
S 3.044 1.187 -2.356
H 4.222 1.032 -0.975
H 1.997 3.676 -1.520
H -0.280 4.638 -1.525
H -2.211 3.381 -2.425
H -1.846 1.090 -3.345
H 0.389 0.136 -3.407
N -2.648 -1.129 -1.939
C -3.843 -0.706 -1.260
C -4.187 0.640 -1.288
C -5.189 1.101 -0.411
C -5.841 0.193 0.420
C -5.539 -1.165 0.374
C -4.549 -1.625 -0.497
H -2.595 -2.141 -2.026
H -2.611 -0.734 -2.887
H -3.673 1.325 -1.966
H -5.451 2.158 -0.413
H -6.622 0.559 1.108
H -6.079 -1.879 1.006
H -4.331 -2.699 -0.588
```

Net charge: +3
Orbital gap (spin up / spin down): 5.739 / 7.514 eV
Multiplicity: 5
LUMO (spin up / spin down): -10.80 / -9.07 eV
HOMO level (spin up / spin down): -16.5 / -16.6 eV

For each atom in turn, the Mulliken charge in e is: number 1, Mn, carries 0.55; number 2, P, carries 0.72; number 3, P, carries 1.38; number 4, P, carries 1.03; number 5, H, carries 0.50; number 6, C, carries -1.61; number 7, C, carries 0.62; number 8, H, carries 0.07; number 9, C, carries -1.35; number 10, C, carries -1.37; number 11, C, carries -1.38; number 12, C, carries -1.21; number 13, C, carries -1.03; number 14, C, carries -1.02; number 15, C, carries -1.14; number 16, C, carries -1.14; number 17, C, carries -1.03; number 18, H, carries 0.62; number 19, H, carries 0.17; number 20, H, carries 0.43; number 21, H, carries 0.23; number 22, H, carries 0.55; number 23, H, carries 0.41; number 24, H, carries 0.35; number 25, H, carries 0.51; number 26, H, carries 0.47; number 27, H, carries 0.50; number 28, H, carries 0.36; number 29, H, carries 0.56; number 30, H, carries 0.24; number 31, H, carries 0.29; number 32, H, carries 0.52; number 33, H, carries -0.02; number 34, H, carries 0.26; number 35, H, carries 0.55; number 36, H, carries -0.04; number 37, H, carries 0.19; number 38, H, carries 0.40; number 39, H, carries 0.39; number 40, H, carries 0.39; number 41, H, carries 0.40; number 42, H, carries 0.40; number 43, H, carries 0.34; number 44, H, carries 0.42; number 45, H, carries 0.42; number 46, H, carries 0.19; number 47, C, carries 0.78; number 48, C, carries -0.45; number 49, C, carries -1.00; number 50, C, carries -0.76; number 51, C, carries -0.44; number 52, C, carries -1.44; number 53, S, carries -0.01; number 54, H, carries -0.27; number 55, H, carries 0.52; number 56, H, carries 0.49; number 57, H, carries 0.52; number 58, H, carries 1.09; number 59, H, carries 0.92; number 60, N, carries -0.68; number 61, C, carries 0.48; number 62, C, carries -0.34; number 63, C, carries -0.59; number 64, C, carries -0.64; number 65, C, carries -0.68; number 66, C, carries -0.57; number 67, H, carries 0.26; number 68, H, carries 0.31; number 69, H, carries 0.40; number 70, H, carries 0.44; number 71, H, carries 0.40; number 72, H, carries 0.45; number 73, H, carries 0.69

---

[3]
Below is a 8-piece molecular cluster, C23H44N2O7S overall, with properties calculated with ωB97M-V/def2-TZVPD.

```
77
Properties=species:S:1:pos:R:3
C 1.216 -1.485 4.287
C 2.405 -0.562 4.258
O 2.700 0.004 3.241
C 3.247 -0.485 5.512
H 0.297 -0.922 4.474
H 1.314 -2.210 5.091
H 1.156 -1.932 3.297
H 4.133 0.128 5.358
H 3.548 -1.510 5.742
H 2.697 -0.035 6.341
C -5.426 0.475 -2.482
C -4.041 0.069 -2.152
O -3.633 0.056 -1.014
C -3.110 -0.272 -3.269
H -5.882 1.005 -1.654
H -5.916 -0.501 -2.633
H -5.510 1.053 -3.396
H -3.576 -0.757 -4.129
H -2.339 -0.939 -2.892
H -2.712 0.691 -3.599
C 1.529 -3.508 -4.086
C 0.049 -3.244 -3.962
O -0.401 -2.519 -3.132
C -0.817 -3.932 -4.981
H 2.105 -2.997 -3.330
H 1.796 -3.260 -5.116
H 1.653 -4.595 -4.029
H -1.828 -3.519 -4.977
H -0.929 -5.005 -4.820
H -0.406 -3.779 -5.982
C 1.775 3.828 2.510
C 0.841 3.852 3.694
O 1.245 4.133 4.785
C -0.607 3.519 3.476
H 1.323 3.372 1.634
H 2.698 3.323 2.781
H 2.053 4.863 2.286
H -0.718 2.437 3.346
H -0.989 4.032 2.594
H -1.184 3.767 4.364
C -1.569 -3.185 3.924
C -2.343 -2.147 3.097
O -2.411 -0.974 3.431
C -3.008 -2.636 1.846
H -2.185 -4.087 3.979
H -1.576 -2.802 4.947
H -0.549 -3.324 3.592
H -3.972 -3.128 2.004
H -2.426 -3.422 1.351
H -3.163 -1.821 1.142
C -2.523 3.341 -0.857
C -3.307 3.310 -2.055
N -3.965 3.283 -2.999
H -2.126 2.353 -0.630
H -3.126 3.663 -0.009
H -1.684 4.028 -0.951
C -0.695 -0.776 -0.016
C -0.433 0.613 0.311
N -0.252 1.710 0.580
H -0.396 -1.370 0.848
H -0.076 -1.085 -0.861
H -1.721 -0.960 -0.309
C 2.997 0.084 -1.390
C 3.858 0.017 -2.690
C 4.205 1.442 -3.157
S 4.158 2.459 -1.684
O 3.720 3.785 -2.016
O 5.354 2.226 -0.930
C 2.795 1.558 -0.979
H 3.480 -0.455 -0.582
H 2.007 -0.317 -1.594
H 3.256 -0.412 -3.494
H 4.724 -0.613 -2.511
H 3.396 1.862 -3.756
H 5.148 1.533 -3.686
H 1.879 1.933 -1.428
H 2.772 1.673 0.097
```

Net charge: 0
SMILES: O=S1(=O)CCCC1.CC(C)=O.CC(C)=O.CC(C)=O.CC(C)=O.CC(C)=O.CC#N.CC#N
Orbital gap: 9.151 eV
Energy relative to the best compared isomer or geometry (same formula, charge and spin): 0.0 kJ/mol
LUMO: 0.22 eV
HOMO level: -8.9 eV

For each atom in turn, the Mulliken charge in e is: number 1, C, carries -0.67; number 2, C, carries 0.50; number 3, O, carries -0.51; number 4, C, carries -1.26; number 5, H, carries 0.27; number 6, H, carries 0.40; number 7, H, carries 0.22; number 8, H, carries 0.32; number 9, H, carries 0.35; number 10, H, carries 0.33; number 11, C, carries -1.42; number 12, C, carries 0.74; number 13, O, carries -0.54; number 14, C, carries -0.61; number 15, H, carries 0.30; number 16, H, carries 0.42; number 17, H, carries 0.39; number 18, H, carries 0.42; number 19, H, carries 0.02; number 20, H, carries 0.27; number 21, C, carries -1.07; number 22, C, carries 0.81; number 23, O, carries -0.44; number 24, C, carries -1.22; number 25, H, carries 0.15; number 26, H, carries 0.37; number 27, H, carries 0.39; number 28, H, carries 0.28; number 29, H, carries 0.33; number 30, H, carries 0.36; number 31, C, carries -0.61; number 32, C, carries 0.69; number 33, O, carries -0.59; number 34, C, carries -0.81; number 35, H, carries -0.06; number 36, H, carries 0.28; number 37, H, carries 0.40; number 38, H, carries 0.09; number 39, H, carries 0.26; number 40, H, carries 0.35; number 41, C, carries -1.11; number 42, C, carries 0.92; number 43, O, carries -0.57; number 44, C, carries -1.03; number 45, H, carries 0.45; number 46, H, carries 0.30; number 47, H, carries 0.21; number 48, H, carries 0.44; number 49, H, carries 0.35; number 50, H, carries 0.11; number 51, C, carries -0.16; number 52, C, carries 0.25; number 53, N, carries -0.46; number 54, H, carries -0.35; number 55, H, carries 0.30; number 56, H, carries 0.34; number 57, C, carries 0.62; number 58, C, carries 0.38; number 59, N, carries -0.33; number 60, H, carries -0.02; number 61, H, carries -0.22; number 62, H, carries -0.30; number 63, C, carries 0.22; number 64, C, carries -0.52; number 65, C, carries -0.85; number 66, S, carries 1.15; number 67, O, carries -0.68; number 68, O, carries -0.68; number 69, C, carries -0.41; number 70, H, carries 0.35; number 71, H, carries -0.41; number 72, H, carries 0.21; number 73, H, carries 0.31; number 74, H, carries 0.34; number 75, H, carries 0.50; number 76, H, carries 0.30; number 77, H, carries 0.12

---

Number 1: F_max 0.1312 hartree/bohr. Number 2: F_max 0.0806 hartree/bohr. Number 3: F_max 0.0367 hartree/bohr.